Entry 1:
12
Properties=species:S:1:pos:R:3:forces:R:3:nbo_charge:R:1 method="wB97M-V/def2-TZVPD" spin_multiplicity=1 e_homo_ev=-9.51 gap_ev=10.12 energy_ev=-19826.828 smiles="C/C(=C/F)SC=O"
C -0.791298 1.968726 0.000258 -0.22 3.47 0.32 -0.641
C -0.811896 0.510029 0.113016 2.09 0.65 0.41 -0.274
C 2.033790 -0.443372 -0.102830 -0.59 -2.64 2.43 0.320
C -1.787567 -0.158274 -0.429315 0.48 -3.32 0.83 0.257
H -0.059898 2.351515 -0.709581 0.25 -0.60 -0.46 0.235
H -1.779395 2.206867 -0.492394 0.88 0.66 0.97 0.211
H -0.440444 2.720778 0.905077 -1.63 -2.48 -1.58 0.241
H 2.641267 -1.406156 0.427406 -1.14 2.50 -1.21 0.142
H -2.600515 0.403718 -0.792830 -1.41 -0.51 -0.80 0.181
O 2.317319 0.124183 -1.083466 0.39 0.50 -0.88 -0.505
F -1.785067 -1.580985 -0.376517 -0.58 2.93 -0.51 -0.338
S 0.494241 -0.268998 0.951996 1.48 -1.16 0.47 0.170

=====

Entry 2:
10
Properties=species:S:1:pos:R:3:forces:R:3:nbo_charge:R:1 method="wB97M-V/def2-TZVPD" spin_multiplicity=1 e_homo_ev=-3.73 charge=-1 gap_ev=7.57 energy_ev=-26408.671
N 0.936581 -0.252727 1.242982 -1.84 0.92 -3.62 -1.237
O 0.432373 2.293311 -2.216083 -0.13 -0.36 0.66 -0.972
O 0.621374 2.453444 0.270786 -0.89 -0.14 -1.47 -0.922
O -1.588492 2.652345 -0.868505 0.61 -0.47 0.17 -0.975
Si -0.480898 -0.133750 -0.661449 2.44 -1.55 3.80 0.690
S -0.297746 1.981056 -0.992352 0.22 2.70 -0.24 1.948
H 0.801989 1.601173 0.733452 0.32 -0.80 0.97 0.544
H 0.469183 -0.950286 1.820351 -0.49 -0.13 -0.01 0.293
H -0.053622 -0.719347 -1.932678 0.12 -0.11 -0.29 -0.184
H -1.925200 -0.335556 -0.539325 -0.34 -0.05 0.02 -0.183

=====

Entry 3:
13
Properties=species:S:1:pos:R:3:forces:R:3:nbo_charge:R:1 method="wB97M-V/def2-TZVPD" spin_multiplicity=1 e_homo_ev=-9.64 gap_ev=10.21 energy_ev=-18716.371 smiles="CN=[S@@](C)(=N)F"
C 1.594758 0.824409 -1.264943 1.35 2.45 1.22 -0.433
C -0.965071 -1.697232 0.795389 2.75 1.33 0.47 -0.681
N -0.384025 1.445766 1.026398 -0.41 0.69 1.76 -1.137
N 0.615215 -0.064705 -0.825347 -1.76 -1.92 0.31 -0.862
F -2.107927 0.200352 -0.516504 1.70 0.45 0.29 -0.609
S -0.426583 0.205665 0.197249 -3.29 -2.62 0.70 1.951
H 1.793745 1.451833 -0.347287 0.85 -0.33 -0.96 0.201
H 1.207585 1.585275 -1.950501 0.22 -0.45 -0.52 0.205
H 2.510392 0.293020 -1.622268 -0.92 0.55 0.18 0.212
H -1.081694 -1.878892 1.896152 -0.44 0.92 -1.00 0.227
H -1.813837 -1.896625 0.148987 0.31 -0.17 0.17 0.259
H 0.037199 -2.162084 0.577034 -1.39 0.14 -0.39 0.235
H -0.979758 1.693220 1.885641 1.03 -1.05 -2.22 0.432

=====

Entry 4:
84
Properties=species:S:1:pos:R:3:forces:R:3:mulliken_charge:R:1 method="wB97M-V/def2-TZVPD" spin_multiplicity=1 e_homo_ev=-10.54 charge=+1 gap_ev=6.55 energy_ev=-86831.251
C -3.807997 -0.122484 -2.021361 0.90 0.87 1.02 -1.233
C -2.466343 -0.856893 -2.494751 -0.23 -0.32 -1.01 0.364
C -1.341746 0.128746 -3.103049 -0.13 -1.10 -0.41 -0.780
C -1.773370 -1.796053 -1.389844 -0.37 -0.74 -0.37 -0.584
C -2.252768 -1.548538 0.121110 0.30 -0.61 -0.08 -1.580
C -1.159001 -2.061904 1.174463 -1.80 0.17 1.96 0.448
C -1.831135 -2.344626 2.614306 -0.83 -0.06 0.45 -0.888
C -2.955002 -1.290731 3.055869 -0.31 0.18 0.81 -1.007
C -2.405855 0.168855 3.425795 -0.06 0.54 0.78 0.103
C -3.601146 1.280374 3.481060 1.96 -0.64 -2.26 -0.734
S -3.302920 2.553611 4.797489 -6.05 1.90 3.46 1.025
O -3.487010 1.950332 6.157956 1.72 0.66 -3.63 -0.540
O -4.324461 3.645165 4.562523 3.43 -2.85 -0.31 -0.550
Cl -1.430432 3.451918 4.667585 -0.62 -0.92 -0.31 -0.169
C 0.108714 -1.155203 1.547415 0.77 -0.44 -2.13 -0.922
C 0.518033 0.107603 0.637599 2.01 0.98 1.04 1.162
F 1.194706 -0.343298 -0.545305 -2.13 1.24 1.54 -0.259
F -0.548436 1.007531 0.341330 1.55 -2.15 -0.11 -0.318
C 1.587177 0.964069 1.517578 -0.46 -0.07 -0.15 -0.715
C 2.497642 1.953188 0.643205 0.74 -0.80 0.70 -0.821
Si 1.742286 3.681268 0.282721 0.82 1.07 -0.57 0.486
C 2.960201 5.020989 0.972512 -0.69 -0.11 0.52 -1.157
C 0.045889 4.016218 1.099208 -1.21 0.17 -0.87 -0.441
C 1.714461 3.891848 -1.646919 -0.59 0.25 -4.32 0.225
C 0.736779 3.006545 -2.508391 1.95 2.02 -1.39 0.406
C 0.661132 3.073774 -4.059076 2.45 2.53 1.96 -0.321
C 1.578749 4.106379 -4.775485 0.45 0.28 3.61 -0.500
C 2.522595 5.021500 -3.942205 -1.77 -2.26 1.81 -0.436
C 2.609767 4.905559 -2.400046 -2.50 -2.27 -1.71 -0.385
S 1.535986 -2.337488 1.225250 -0.29 -1.80 -0.15 -0.310
C 0.584713 -3.792075 0.634109 -0.65 3.18 0.90 0.880
C 1.243346 -5.152037 0.142503 -0.37 0.26 0.01 -0.486
C 2.479445 -4.973516 -0.855281 2.91 -3.14 -2.57 0.015
O 2.982170 -6.029584 -1.339016 -2.62 3.52 2.33 -0.549
N 3.113129 -3.697234 -1.223964 -0.46 -0.82 0.60 0.447
C 4.546497 -3.663222 -0.785155 0.88 0.79 1.00 -0.828
C 2.961933 -3.380004 -2.675590 -0.46 0.71 -0.49 -0.975
N -0.716803 -3.441663 0.715594 3.68 -2.19 -0.76 0.828
N -1.563538 -4.502408 0.326589 -1.91 -0.13 0.95 -1.088
H -4.356113 0.390200 -2.886468 0.74 -1.06 1.21 0.393
H -4.501488 -0.781840 -1.377851 0.94 0.85 -1.36 0.289
H -3.481138 0.737990 -1.315725 -0.60 -1.19 -1.07 0.189
H -2.770645 -1.556121 -3.365400 0.44 1.05 1.45 0.356
H -0.894177 -0.427174 -4.014140 -0.52 0.99 1.46 0.274
H -0.511184 0.222420 -2.329462 -1.13 0.39 -1.17 -0.058
H -1.744067 1.118439 -3.498346 0.52 -1.23 0.83 0.344
H -0.624208 -1.770825 -1.515711 -1.79 0.21 0.37 -0.025
H -2.066870 -2.885826 -1.647908 0.51 1.68 0.51 0.441
H -2.549444 -0.478390 0.370092 0.60 -1.42 -0.41 0.243
H -3.192363 -2.204079 0.287836 1.39 1.17 -0.13 0.755
H -2.300205 -3.402421 2.645831 0.65 1.72 -0.17 0.308
H -1.020893 -2.333016 3.420522 -1.01 -0.15 -1.13 0.368
H -3.828776 -1.187894 2.320163 1.44 -0.33 0.80 0.386
H -3.425114 -1.712302 4.025735 0.72 0.66 -1.56 0.428
H -1.630399 0.593694 2.705482 -1.05 -0.77 0.76 -0.110
H -1.893415 0.140695 4.462662 -0.81 -0.11 -1.59 0.494
H -4.641842 0.818784 3.499166 1.30 0.96 0.87 0.419
H -3.523464 1.847338 2.475787 -0.30 -0.58 1.75 0.315
H 0.252200 -0.781918 2.617264 -0.93 -0.86 -1.43 0.837
H 2.233196 0.269160 2.181847 -0.99 0.82 -1.31 0.461
H 0.929613 1.554426 2.265754 1.02 -0.87 -1.17 0.085
H 2.874580 1.500365 -0.343871 -0.75 0.39 1.54 0.316
H 3.454380 2.144148 1.268410 -1.50 -0.26 -0.95 0.422
H 2.823647 4.980638 2.121751 0.58 0.13 -1.74 0.283
H 2.545880 6.030191 0.637055 0.85 -1.18 0.39 0.301
H 4.041492 4.848485 0.653467 -1.45 0.44 0.56 0.307
H -0.762803 3.671931 0.344332 1.14 0.43 1.29 0.154
H -0.140696 3.475758 2.084806 0.26 0.95 -1.22 -0.169
H -0.107127 5.160117 1.178585 0.31 -1.87 0.18 0.391
H 0.071263 2.299365 -1.907339 0.95 1.03 -1.21 -0.159
H -0.052479 2.426728 -4.679587 1.23 1.07 1.19 0.237
H 1.599264 4.275009 -5.908550 -0.25 -0.53 1.93 0.298
H 3.182105 5.808284 -4.440802 -1.13 -1.36 0.61 0.310
H 3.310256 5.558343 -1.785800 -1.02 -0.90 -1.13 0.218
H 0.485355 -5.839798 -0.393991 1.10 1.38 0.82 0.350
H 1.638259 -5.769793 1.036776 -0.60 1.22 -1.24 0.347
H 4.715238 -2.660383 -0.245856 -0.18 -1.40 -0.84 0.243
H 4.811954 -4.476751 -0.018357 -0.54 1.07 -1.34 0.309
H 5.290715 -3.696526 -1.649790 -1.15 -0.24 1.03 0.289
H 3.632991 -4.012287 -3.358146 -1.10 0.61 1.01 0.352
H 1.849444 -3.482956 -2.935335 1.68 0.04 0.11 0.283
H 3.243047 -2.276581 -2.849674 -0.42 -1.67 0.43 0.313
H -1.373295 -5.323399 0.934510 -0.04 0.78 -0.38 0.329
H -2.550061 -4.258733 0.551945 0.91 0.03 -0.44 0.269

=====

Entry 5:
6
Properties=species:S:1:pos:R:3:forces:R:3:nbo_charge:R:1 method="wB97M-V/def2-TZVPD" spin_multiplicity=1 e_homo_ev=-2.51 charge=-1 gap_ev=6.22 energy_ev=-23768.172
O 0.912819 -1.602303 -1.245353 -0.47 0.67 0.18 -0.991
H 1.092538 -0.692311 -0.896799 0.15 -0.48 0.04 0.497
S 0.864011 1.014026 0.790967 0.01 0.11 0.15 -0.753
S -1.184088 1.275727 0.546040 -0.39 0.05 -0.11 -0.290
H -0.006478 -1.674204 -0.942653 0.30 -0.21 -0.12 0.460
H -1.678801 1.679066 1.747799 0.41 -0.14 -0.13 0.077

=====

Entry 6:
26
Properties=species:S:1:pos:R:3:forces:R:3:nbo_charge:R:1 method="wB97M-V/def2-TZVPD" spin_multiplicity=2 e_homo_ev="-9.66 / -10.77" gap_ev="8.83 / 7.68" energy_ev=-130605.998 s2=0.751
Be 1.370339 9.398933 -11.013892 -0.67 1.26 -2.22 0.895
B 0.613202 10.754850 -13.001445 0.53 -0.93 1.25 -1.034
H 0.334501 9.725560 -13.166152 -1.34 -3.98 -0.25 0.010
H 1.689780 10.795070 -12.941486 4.41 0.26 0.20 -0.003
H 0.284346 11.297279 -13.874301 -1.23 2.10 -3.18 0.086
H 0.210496 11.223662 -12.116988 -1.90 1.73 3.78 0.019
C -3.151498 11.391182 -14.992205 -0.51 -0.15 1.06 -0.254
Cl -2.308959 12.548592 -15.978454 -0.27 0.02 -0.61 0.050
Cl -3.750053 9.892172 -15.812908 0.32 1.16 0.29 0.001
Cl -4.516375 12.227928 -14.041167 1.19 -0.91 -0.92 -0.029
H -2.375546 11.076522 -14.294360 -0.60 -0.14 0.23 0.233
C 1.870355 14.022251 -14.390919 -0.07 0.45 0.13 -0.275
Cl 1.471675 15.571983 -13.594219 0.16 -0.48 0.08 0.004
Cl 3.615225 13.696904 -14.287851 -0.32 0.03 -0.10 0.002
Cl 1.308905 14.133683 -16.061423 0.16 -0.32 0.01 0.015
H 1.354910 13.204421 -13.887352 0.03 0.21 -0.11 0.255
C 3.969073 9.898316 -14.397067 1.01 -1.65 0.41 -0.339
Cl 4.355685 10.223040 -12.663765 -0.44 0.06 -0.70 -0.043
Cl 3.819143 8.058289 -14.604359 -0.18 1.36 0.02 -0.078
H 3.068291 10.372794 -14.786378 0.16 0.01 0.52 0.244
H 4.895875 10.135066 -14.919660 -0.47 0.21 -0.10 0.230
C 0.046216 7.721314 -15.053179 -1.05 -0.94 0.60 -0.337
Cl 0.401217 7.118697 -13.366796 0.27 -0.24 -0.84 -0.076
Cl -0.245098 6.311081 -16.197500 0.53 1.30 0.90 -0.039
H -0.922177 8.193995 -14.889201 0.26 0.08 -0.51 0.227
H 0.808519 8.421607 -15.394633 0.02 -0.52 0.02 0.234